No. 1
C22H24AsN4RhS3 | ωB97M-V/def2-TZVPD

Geometry (Å):
Rh  -0.764  1.049  -0.166
N  1.258  3.561  -3.038
C  0.890  2.647  -2.089
S  -0.373  3.153  -0.988
N  1.525  1.511  -2.096
N  0.987  0.611  -1.198
C  1.747  -0.186  -0.503
C  3.217  -0.135  -0.395
C  4.055  -0.051  -1.502
C  5.424  0.041  -1.323
C  5.962  0.070  -0.043
C  5.126  0.005  1.063
C  3.756  -0.104  0.890
C  0.968  -1.184  0.301
C  1.557  -2.324  0.815
C  0.751  -3.276  1.434
C  -0.615  -3.073  1.473
C  -1.138  -1.890  0.950
N  -0.371  -0.952  0.420
H  1.027  4.523  -2.852
H  2.153  3.400  -3.472
H  3.633  -0.067  -2.497
H  6.075  0.087  -2.185
H  7.032  0.153  0.092
H  5.538  0.042  2.062
H  3.096  -0.132  1.749
H  2.623  -2.470  0.721
H  1.191  -4.167  1.860
H  -1.286  -3.794  1.916
H  -2.201  -1.690  0.977
S  -2.366  1.919  1.218
C  -2.273  0.593  2.353
C  -3.331  -0.173  2.809
C  -3.108  -1.156  3.768
C  -1.818  -1.333  4.259
C  -0.762  -0.572  3.777
C  -0.958  0.392  2.792
S  0.348  1.237  1.968
H  -4.327  0.020  2.430
H  -3.928  -1.753  4.143
H  -1.630  -2.087  5.013
H  0.245  -0.743  4.139
C  -3.517  2.211  -2.025
As  -2.369  0.685  -1.746
C  -1.697  0.411  -3.538
C  -3.682  -0.705  -1.510
H  -4.248  1.976  -2.800
H  -2.909  3.064  -2.318
H  -4.012  2.437  -1.083
H  -2.541  0.343  -4.227
H  -1.108  -0.505  -3.585
H  -1.058  1.251  -3.805
H  -4.324  -0.696  -2.390
H  -4.260  -0.494  -0.612
H  -3.209  -1.681  -1.406

**HOMO-LUMO gap**: 6.474 eV
**Energy above the lowest of the compared OMol25 structures with the same formula, charge and spin**: 0.604 eV
**Lowest unoccupied orbital energy**: -0.485 eV

No. 2
C7H15N | ωB97M-V/def2-TZVPD

Geometry (Å):
C  0.486  -0.901  0.854
C  -1.990  0.332  -0.676
C  -0.948  2.015  0.750
C  0.453  -2.355  0.558
C  1.018  -0.216  -1.592
N  -0.784  0.835  -0.059
C  0.692  0.135  -0.154
C  1.797  0.553  0.681
H  0.147  -0.633  1.846
H  -2.330  1.007  -1.475
H  -2.801  0.242  0.057
H  -1.842  -0.651  -1.129
H  -1.344  2.851  0.157
H  0.007  2.368  1.152
H  -1.628  1.839  1.592
H  -0.569  -2.690  0.347
H  0.824  -2.940  1.402
H  1.037  -2.664  -0.314
H  1.905  -0.851  -1.647
H  0.210  -0.768  -2.074
H  1.231  0.703  -2.142
H  2.733  0.810  0.198
H  1.698  0.979  1.669

**HOMO-LUMO gap**: 7.846 eV
**Energy above the lowest of the compared OMol25 structures with the same formula, charge and spin**: 4.155 eV
**Lowest unoccupied orbital energy**: 0.961 eV

No. 3
ClH2N2O | ωB97M-V/def2-TZVPD

Geometry (Å):
N  -0.026  -0.487  0.022
N  0.443  -1.551  -0.632
O  1.545  -1.939  -0.263
Cl  -2.113  0.984  1.330
H  -1.011  0.036  0.156
H  0.624  -0.057  0.677

**HOMO-LUMO gap**: 9.772 eV
**Net charge**: -1
**Energy above the lowest of the compared OMol25 structures with the same formula, charge and spin**: 2.786 eV
**Lowest unoccupied orbital energy**: 4.968 eV

Copy entry 3 word for word.
ClH2N2O | ωB97M-V/def2-TZVPD

Geometry (Å):
N  -0.026  -0.487  0.022
N  0.443  -1.551  -0.632
O  1.545  -1.939  -0.263
Cl  -2.113  0.984  1.330
H  -1.011  0.036  0.156
H  0.624  -0.057  0.677

**HOMO-LUMO gap**: 9.772 eV
**Net charge**: -1
**Energy above the lowest of the compared OMol25 structures with the same formula, charge and spin**: 2.786 eV
**Lowest unoccupied orbital energy**: 4.968 eV

Repeat the first record exactly.
C22H24AsN4RhS3 | ωB97M-V/def2-TZVPD

Geometry (Å):
Rh  -0.764  1.049  -0.166
N  1.258  3.561  -3.038
C  0.890  2.647  -2.089
S  -0.373  3.153  -0.988
N  1.525  1.511  -2.096
N  0.987  0.611  -1.198
C  1.747  -0.186  -0.503
C  3.217  -0.135  -0.395
C  4.055  -0.051  -1.502
C  5.424  0.041  -1.323
C  5.962  0.070  -0.043
C  5.126  0.005  1.063
C  3.756  -0.104  0.890
C  0.968  -1.184  0.301
C  1.557  -2.324  0.815
C  0.751  -3.276  1.434
C  -0.615  -3.073  1.473
C  -1.138  -1.890  0.950
N  -0.371  -0.952  0.420
H  1.027  4.523  -2.852
H  2.153  3.400  -3.472
H  3.633  -0.067  -2.497
H  6.075  0.087  -2.185
H  7.032  0.153  0.092
H  5.538  0.042  2.062
H  3.096  -0.132  1.749
H  2.623  -2.470  0.721
H  1.191  -4.167  1.860
H  -1.286  -3.794  1.916
H  -2.201  -1.690  0.977
S  -2.366  1.919  1.218
C  -2.273  0.593  2.353
C  -3.331  -0.173  2.809
C  -3.108  -1.156  3.768
C  -1.818  -1.333  4.259
C  -0.762  -0.572  3.777
C  -0.958  0.392  2.792
S  0.348  1.237  1.968
H  -4.327  0.020  2.430
H  -3.928  -1.753  4.143
H  -1.630  -2.087  5.013
H  0.245  -0.743  4.139
C  -3.517  2.211  -2.025
As  -2.369  0.685  -1.746
C  -1.697  0.411  -3.538
C  -3.682  -0.705  -1.510
H  -4.248  1.976  -2.800
H  -2.909  3.064  -2.318
H  -4.012  2.437  -1.083
H  -2.541  0.343  -4.227
H  -1.108  -0.505  -3.585
H  -1.058  1.251  -3.805
H  -4.324  -0.696  -2.390
H  -4.260  -0.494  -0.612
H  -3.209  -1.681  -1.406

**HOMO-LUMO gap**: 6.474 eV
**Energy above the lowest of the compared OMol25 structures with the same formula, charge and spin**: 0.604 eV
**Lowest unoccupied orbital energy**: -0.485 eV